{"formula": "C32H36BClO2S", "method": "the ωB97M-V functional and the def2-TZVPD basis", "species": ["C", "C", "C", "C", "C", "C", "B", "O", "C", "C", "C", "C", "C", "C", "O", "C", "C", "C", "C", "C", "C", "C", "C", "C", "H", "H", "H", "H", "H", "H", "H", "H", "H", "H", "H", "H", "H", "H", "H", "H", "H", "H", "H", "H", "H", "H", "H", "H", "H", "H", "H", "C", "C", "C", "C", "C", "C", "C", "C", "C", "Cl", "C", "C", "S", "H", "H", "H", "H", "H", "H", "H", "H", "H"], "xyz": [[-4.3110, -3.6517, 2.4124], [-3.3091, -2.5998, 2.0489], [-3.4825, -1.2747, 2.4729], [-2.5365, -0.3045, 2.1645], [-1.3819, -0.6204, 1.4151], [-0.2976, 0.4100, 1.3049], [-0.9133, 1.9899, 1.2531], [-0.1130, 3.1085, 1.2410], [-0.6871, 3.9410, 0.1977], [-0.5307, 5.3804, 0.6454], [0.1276, 3.7276, -1.0722], [-2.1945, 3.4197, 0.0646], [-3.2054, 4.2903, 0.7986], [-2.7146, 3.1814, -1.3447], [-2.1705, 2.1299, 0.7144], [1.1181, 0.0127, 1.0177], [2.0336, 0.9258, 0.4799], [3.3792, 0.5950, 0.3551], [3.8641, -0.6309, 0.8220], [5.2988, -1.0226, 0.6453], [2.9750, -1.5014, 1.4606], [1.6259, -1.1902, 1.5478], [-1.2395, -1.9403, 0.9723], [-2.1845, -2.9189, 1.2805], [-3.8305, -4.6289, 2.5205], [-4.8157, -3.3999, 3.3513], [-5.0883, -3.7534, 1.6440], [-4.3665, -1.0060, 3.0571], [-2.6839, 0.7045, 2.5420], [-0.2114, 0.7951, 2.3827], [-0.9960, 6.0531, -0.0846], [-0.9799, 5.5518, 1.6292], [0.5331, 5.6387, 0.6948], [-0.2255, 4.3801, -1.8840], [1.1775, 3.9883, -0.8788], [0.0885, 2.6793, -1.4123], [-3.3649, 5.2263, 0.2468], [-4.1703, 3.7698, 0.8530], [-2.8766, 4.5283, 1.8184], [-2.7406, 4.1195, -1.9130], [-2.1109, 2.4414, -1.8888], [-3.7430, 2.7973, -1.2840], [1.6804, 1.9137, 0.1875], [4.0740, 1.2949, -0.1125], [5.4068, -1.8403, -0.0813], [5.8876, -0.1733, 0.2853], [5.7264, -1.3774, 1.5920], [3.3463, -2.4361, 1.8839], [0.9629, -1.8757, 2.0748], [-0.3577, -2.2017, 0.3868], [-2.0397, -3.9434, 0.9281], [0.8077, 1.6880, -3.8538], [0.5590, 0.4916, -3.0201], [-0.6474, -0.1247, -2.7213], [-0.4873, -1.3489, -2.0164], [0.8376, -1.6447, -1.7133], [1.4182, -2.9228, -1.3540], [0.6441, -4.0101, -0.8802], [1.2738, -5.1200, -0.3123], [2.6741, -5.2008, -0.3212], [3.4497, -6.5755, 0.3454], [3.4493, -4.1965, -0.9251], [2.8132, -3.0889, -1.4678], [1.8776, -0.4115, -2.3836], [-0.1125, 1.9989, -4.3623], [1.1715, 2.5254, -3.2413], [1.5775, 1.4849, -4.6126], [-1.6035, 0.2768, -3.0534], [-1.3158, -2.0012, -1.7505], [-0.4456, -3.9756, -0.9589], [0.6900, -5.9231, 0.1278], [4.5324, -4.2904, -0.9678], [3.4035, -2.3334, -1.9938]], "forces_ev_per_a": [[-0.3, -0.2, 0.0], [0.2, 0.2, -0.2], [0.3, -0.1, -0.3], [0.1, -0.5, -0.2], [-0.4, -0.4, 0.6], [-1.2, 2.7, 2.3], [1.2, -2.6, -3.0], [-0.7, -0.3, -0.1], [-0.3, 0.3, 0.0], [-0.2, 0.3, 0.0], [0.1, -0.3, -0.2], [-0.2, 0.3, 0.4], [-0.1, 0.3, 0.1], [0.1, -0.1, -0.3], [0.5, 0.6, 0.3], [0.7, 0.5, 0.4], [-0.3, -0.2, 0.1], [0.1, -0.3, 0.2], [-0.3, 0.2, -0.1], [0.3, 0.0, 0.0], [-0.2, 0.2, -0.2], [0.1, 0.1, 0.0], [0.0, 0.2, -0.1], [-0.2, 0.4, 0.1], [-0.1, 0.1, 0.0], [0.1, -0.1, -0.1], [0.1, 0.0, 0.1], [0.3, -0.1, -0.1], [0.0, -0.2, -0.1], [0.3, -1.1, 0.2], [0.0, 0.0, 0.1], [0.1, 0.0, -0.2], [-0.2, -0.1, 0.0], [0.0, -0.2, 0.2], [-0.2, -0.1, 0.0], [0.0, 0.4, 0.2], [0.0, -0.1, 0.2], [0.3, 0.0, 0.0], [-0.1, -0.1, -0.2], [0.0, -0.2, 0.1], [-0.1, 0.3, 0.2], [0.3, 0.1, 0.0], [0.1, -0.3, 0.0], [-0.2, -0.1, 0.1], [-0.1, 0.2, 0.1], [0.0, -0.2, 0.1], [0.0, 0.1, -0.2], [-0.1, 0.2, -0.1], [0.2, 0.2, -0.1], [-0.4, 0.1, 0.4], [0.0, 0.2, 0.1], [0.3, 0.6, -0.2], [-0.7, -1.1, 0.4], [0.8, 0.3, -0.2], [0.7, 0.1, 0.3], [-0.9, 0.5, -2.0], [0.4, -0.9, 0.4], [0.6, 0.4, 0.1], [0.4, 0.3, -0.4], [-0.5, 1.0, -0.5], [0.2, -0.4, 0.3], [-0.5, -0.3, 0.0], [-0.2, -0.2, 0.4], [-0.7, -0.2, -0.2], [0.2, 0.0, 0.1], [-0.1, -0.1, -0.3], [-0.3, 0.1, 0.1], [0.2, -0.1, 0.1], [0.2, 0.2, -0.1], [0.4, 0.0, 0.3], [0.1, 0.1, -0.2], [-0.2, -0.1, 0.0], [-0.1, -0.2, 0.4]], "mulliken_charge": [-1.52, 1.03, -1.15, -1.27, 0.47, 0.12, 1.19, -0.72, 1.98, -2.04, -1.95, 1.69, -2.13, -1.57, -0.49, 0.37, 0.05, -1.27, 1.27, -1.49, -0.85, -0.57, 1.11, -1.32, 0.37, 0.39, 0.28, 0.35, 0.32, 0.02, 0.37, 0.36, 0.46, 0.50, 0.52, -0.02, 0.37, 0.51, 0.37, 0.37, 0.02, 0.47, 0.24, 0.26, 0.20, 0.39, 0.36, 0.40, 0.69, -0.10, 0.35, -1.30, 0.44, -0.71, -0.09, 0.36, 0.59, 0.04, -0.91, 0.31, -0.24, -0.94, -0.63, -0.35, 0.36, 0.22, 0.41, 0.45, 0.48, 0.48, 0.44, 0.41, 0.42], "orbital_gap_ev": 7.78, "total_charge": 0, "e_lumo_ev": 0.263, "e_above_lowest_ev": 0.000, "largest_force_ev_per_a": 4.180}